Molecular formula: C6H24MnN12O6
Method: DFT, ωB97M-V/def2-TZVPD

The geometry in XYZ format:
```
49
Properties=species:S:1:pos:R:3:lowdin_spin:R:1
Mn -0.2477 0.2270 0.3426 4.69
C -1.3314 -2.6721 1.5739 0.01
O -1.2619 -1.4889 1.4168 0.03
N -0.9206 -3.3683 2.6616 0.00
N -1.6991 -3.4612 0.6859 0.00
H -0.9254 -4.3720 2.5490 0.00
H -0.4792 -2.9153 3.4490 0.00
H -1.8284 -4.4427 0.8864 0.00
H -2.0229 -3.1028 -0.2011 0.00
C -0.0063 -1.9318 -2.0451 0.01
O -0.3188 -1.1272 -1.1593 0.04
N -0.1368 -1.8230 -3.2979 0.00
N 0.6035 -3.0623 -1.8436 0.00
H -0.5995 -1.0130 -3.6850 0.00
H 0.2644 -2.4485 -3.9820 0.00
H 0.8570 -3.4498 -0.9460 0.00
H 0.7501 -3.6559 -2.6475 0.00
C -3.4260 0.8597 -0.4987 0.01
O -2.2067 0.6970 -0.3470 0.04
N -4.2555 -0.1517 -0.6430 0.00
N -4.0627 1.9265 -0.4533 0.00
H -3.9231 -1.1050 -0.6146 0.00
H -5.2104 -0.0036 -0.3491 0.00
H -3.5284 2.7774 -0.3505 0.00
H -5.0645 2.0543 -0.4672 0.00
C 2.4682 -0.3722 1.6296 0.01
O 1.3016 -0.4477 1.4826 0.04
N 3.1231 -1.0564 2.4843 0.00
N 3.2551 0.4690 1.0789 0.00
H 2.6383 -1.7123 3.0800 0.00
H 4.1329 -1.0389 2.4693 0.00
H 2.7302 1.1706 0.5766 0.00
H 4.1556 0.6711 1.4892 0.00
C 1.8235 1.2416 -1.9848 0.01
O 1.2443 1.0928 -0.9195 0.04
N 2.9841 0.6955 -2.1076 0.00
N 1.4899 1.9108 -3.0277 0.00
H 3.5652 0.7490 -2.9319 0.00
H 3.2813 0.1496 -1.3115 0.00
H 2.0337 1.8782 -3.8783 0.00
H 0.5111 2.1541 -3.0812 0.00
C 0.0209 3.1583 1.7607 0.01
O -0.1676 2.0428 1.2832 0.04
N 1.0853 3.8898 1.5415 0.00
N -0.9388 3.8543 2.2621 0.00
H 1.1957 4.6830 2.1569 0.00
H 1.7204 3.6342 0.7989 0.00
H -0.9250 4.8440 2.4634 0.00
H -1.7484 3.3921 2.6507 0.00
```

Computed properties:
gap between HOMO and LUMO (alpha / beta): 9.381 / 10.691 eV
E: -2502.310609 Eh
2S+1: 6
expectation value of S²: 8.752
total charge: +2
LUMO level (alpha / beta): -4.44 / -4.44 eV


Molecular formula: C6H24N12O6
Method: DFT, ωB97M-V/def2-TZVPD

The geometry in XYZ format:
```
48
Properties=species:S:1:pos:R:3:lowdin_spin:R:1
C 1.1764 -0.5635 4.0700 0.00
O 2.2586 -0.4026 3.5724 0.00
N 0.9324 -1.0116 5.3126 0.00
N 0.0176 -0.3343 3.4939 0.00
H 1.7269 -1.3902 5.8081 0.00
H 0.0580 -0.7728 5.7581 0.00
H -0.0470 0.0837 2.5767 0.00
H -0.8469 -0.5939 3.9470 0.00
C -0.3703 4.3686 -1.1737 0.12
O 0.0449 3.7362 -0.2489 0.02
N -1.6211 4.3296 -1.4925 0.11
N 0.3523 5.0765 -1.9841 0.04
H -1.8209 4.4948 -2.4687 0.10
H -2.1476 3.7664 -0.8400 0.07
H 1.3517 4.9710 -1.8830 0.01
H -0.0327 5.9296 -2.3634 0.03
C -2.9351 -2.3039 1.7916 0.02
O -2.2915 -2.5350 2.8007 0.00
N -2.8379 -2.9244 0.6600 0.01
N -3.8558 -1.3878 1.6623 0.02
H -3.4342 -2.5273 -0.0520 0.02
H -2.1243 -3.6168 0.4822 0.00
H -4.3327 -1.2192 0.7881 0.04
H -4.0864 -0.9790 2.5566 0.01
C 1.8900 1.3479 -4.7232 0.04
O 2.8299 1.6272 -3.9895 0.01
N 1.9861 0.9209 -6.0113 0.01
N 0.6427 1.7448 -4.6625 0.05
H 1.0771 0.7169 -6.4016 0.01
H 2.8499 0.7365 -6.5010 0.00
H 0.3712 2.1705 -3.7877 0.04
H -0.0086 1.5503 -5.4096 0.05
C 1.2060 -4.0134 1.6423 0.00
O 0.8774 -4.8924 2.3603 0.00
N 1.8409 -2.9930 2.1293 0.00
N 0.8855 -3.8605 0.4061 0.00
H 2.0016 -3.0302 3.1258 0.00
H 1.8257 -2.0580 1.7478 0.00
H 0.7915 -4.6515 -0.2148 0.00
H 1.4363 -3.0687 0.1063 0.00
C 0.6077 0.0762 -0.2490 0.03
O 1.3946 -0.8362 -0.0901 0.01
N -0.5044 0.1308 0.3805 0.02
N 0.7957 1.0456 -1.0464 0.01
H -0.8758 -0.6882 0.8403 0.00
H -1.1606 0.8377 0.0809 0.06
H 1.6569 1.0055 -1.5726 0.00
H 0.4482 1.9873 -0.9343 0.01
```

Computed properties:
gap between HOMO and LUMO (alpha / beta): 2.509 / 9.253 eV
E: -1351.648951 Eh
2S+1: 2
expectation value of S²: 0.750
total charge: -1
LUMO level (alpha / beta): 2.64 / 2.74 eV


Molecular formula: C6H24N12O6
Method: DFT, ωB97M-V/def2-TZVPD

The geometry in XYZ format:
```
48
Properties=species:S:1:pos:R:3:mulliken_charge:R:1
N 23.1054 11.7231 -7.3465 -0.29
C 24.4488 11.7146 -7.0466 0.52
N 25.1568 10.8088 -7.7867 -0.29
O 24.9356 12.4344 -6.1947 -0.67
H 22.5429 12.4086 -6.8828 0.18
H 22.7706 11.0710 -8.0321 0.17
H 24.8488 10.3672 -8.6384 0.26
H 26.0731 10.5274 -7.4900 0.18
N 20.0874 9.1445 -5.5817 -0.46
C 20.3086 9.0048 -6.9169 0.64
N 19.1890 8.9464 -7.6863 -0.36
O 21.4562 8.9352 -7.3431 -0.71
H 19.2059 8.9272 -5.1518 0.17
H 20.8699 9.1606 -4.9528 0.23
H 19.1835 8.6449 -8.6412 0.21
H 18.3067 9.1654 -7.2601 0.18
N 23.9872 7.6362 -11.5161 -0.37
C 23.4703 8.4064 -10.5200 0.67
N 22.5117 7.8449 -9.7409 -0.31
O 23.8518 9.5675 -10.3530 -0.78
H 23.7659 6.6611 -11.5919 0.19
H 24.8077 7.9889 -11.9839 0.25
H 22.0477 6.9897 -9.9835 0.19
H 22.1099 8.4350 -9.0138 0.21
N 25.8205 11.0090 -12.0174 -0.32
C 26.8654 10.1265 -12.1513 0.67
N 28.0856 10.6720 -12.3326 -0.44
O 26.6909 8.9163 -11.9607 -0.79
H 24.9694 10.5727 -11.6892 0.18
H 25.9966 11.9418 -11.6863 0.24
H 28.8515 10.0248 -12.3843 0.24
H 28.2643 11.6576 -12.3503 0.16
N 27.7663 6.8620 -13.7925 -0.26
C 27.3699 7.1141 -15.0756 0.49
N 26.4286 8.1001 -15.1629 -0.11
O 27.7844 6.5016 -16.0490 -0.70
H 27.3590 7.4018 -13.0422 0.25
H 28.3517 6.0756 -13.5904 0.19
H 26.1667 8.5984 -14.3281 0.17
H 26.0338 8.4434 -16.0171 0.06
N 24.2847 9.4218 -17.0807 -0.51
C 23.9955 10.3645 -16.1138 0.74
N 22.9414 10.0616 -15.3160 -0.40
O 24.7516 11.3011 -15.9116 -0.62
H 23.5936 8.7458 -17.3537 0.14
H 25.0636 9.5715 -17.6952 0.26
H 22.3479 9.2684 -15.4760 0.16
H 22.7036 10.6503 -14.5399 0.21
```

Computed properties:
gap between HOMO and LUMO: 9.403 eV
E: -1351.802399 Eh
total charge: 0
SMILES: NC(N)=O.NC(N)=O.NC(N)=O.NC(N)=O.NC(N)=O.NC(N)=O
LUMO level: 0.19 eV


Question: What is the E in the first record?
Answer: -2502.310609 Eh


Question: What is the E in the first record?
Answer: -2502.310609 Eh


Repeat the first record exactly.
Molecular formula: C6H24MnN12O6
Method: DFT, ωB97M-V/def2-TZVPD

The geometry in XYZ format:
```
49
Properties=species:S:1:pos:R:3:lowdin_spin:R:1
Mn -0.2477 0.2270 0.3426 4.69
C -1.3314 -2.6721 1.5739 0.01
O -1.2619 -1.4889 1.4168 0.03
N -0.9206 -3.3683 2.6616 0.00
N -1.6991 -3.4612 0.6859 0.00
H -0.9254 -4.3720 2.5490 0.00
H -0.4792 -2.9153 3.4490 0.00
H -1.8284 -4.4427 0.8864 0.00
H -2.0229 -3.1028 -0.2011 0.00
C -0.0063 -1.9318 -2.0451 0.01
O -0.3188 -1.1272 -1.1593 0.04
N -0.1368 -1.8230 -3.2979 0.00
N 0.6035 -3.0623 -1.8436 0.00
H -0.5995 -1.0130 -3.6850 0.00
H 0.2644 -2.4485 -3.9820 0.00
H 0.8570 -3.4498 -0.9460 0.00
H 0.7501 -3.6559 -2.6475 0.00
C -3.4260 0.8597 -0.4987 0.01
O -2.2067 0.6970 -0.3470 0.04
N -4.2555 -0.1517 -0.6430 0.00
N -4.0627 1.9265 -0.4533 0.00
H -3.9231 -1.1050 -0.6146 0.00
H -5.2104 -0.0036 -0.3491 0.00
H -3.5284 2.7774 -0.3505 0.00
H -5.0645 2.0543 -0.4672 0.00
C 2.4682 -0.3722 1.6296 0.01
O 1.3016 -0.4477 1.4826 0.04
N 3.1231 -1.0564 2.4843 0.00
N 3.2551 0.4690 1.0789 0.00
H 2.6383 -1.7123 3.0800 0.00
H 4.1329 -1.0389 2.4693 0.00
H 2.7302 1.1706 0.5766 0.00
H 4.1556 0.6711 1.4892 0.00
C 1.8235 1.2416 -1.9848 0.01
O 1.2443 1.0928 -0.9195 0.04
N 2.9841 0.6955 -2.1076 0.00
N 1.4899 1.9108 -3.0277 0.00
H 3.5652 0.7490 -2.9319 0.00
H 3.2813 0.1496 -1.3115 0.00
H 2.0337 1.8782 -3.8783 0.00
H 0.5111 2.1541 -3.0812 0.00
C 0.0209 3.1583 1.7607 0.01
O -0.1676 2.0428 1.2832 0.04
N 1.0853 3.8898 1.5415 0.00
N -0.9388 3.8543 2.2621 0.00
H 1.1957 4.6830 2.1569 0.00
H 1.7204 3.6342 0.7989 0.00
H -0.9250 4.8440 2.4634 0.00
H -1.7484 3.3921 2.6507 0.00
```

Computed properties:
gap between HOMO and LUMO (alpha / beta): 9.381 / 10.691 eV
E: -2502.310609 Eh
2S+1: 6
expectation value of S²: 8.752
total charge: +2
LUMO level (alpha / beta): -4.44 / -4.44 eV


Question: The lowest E belongs to which entry?
Answer: C6H24MnN12O6